(1)
DFT (the ωB97M-V functional and the def2-TZVPD basis) results for a molecular structure, C5H15BNOPTm.

Values from the calculation:
2S+1	3
⟨S²⟩	2.007
LUMO (alpha / beta)	-12.822 / -13.479	eV
net charge	+3
E_HOMO (alpha / beta)	-19.0426 / -19.0387	eV

```
25
C5H15BNOPTm | the OMol25 dataset | the ωB97M-V functional and the def2-TZVPD basis
Tm -0.2175 -4.3103 -1.7128
P -1.0170 -0.8713 -0.2794
O 1.6581 2.9742 0.2958
N 1.9704 0.1576 2.1286
C -2.5387 0.1925 -0.7125
C 1.1001 1.2584 1.8717
C -1.5336 -2.6520 -0.7295
C 1.5280 0.7691 -0.7488
C 0.9980 1.7345 0.3663
B 0.4306 -0.2463 -1.3792
H 2.4348 0.2068 -0.4673
H 1.8314 1.4332 -1.5747
H 0.5916 -0.5108 -2.5263
H -0.7393 -3.4309 -0.4241
H -2.1635 1.2141 -0.8181
H 1.4058 2.1004 2.5072
H 0.9943 3.6276 0.5210
H 1.6849 -0.6891 1.6406
H -2.4075 -2.8837 -0.0968
H -3.2372 0.0845 0.1189
H 2.0178 -0.0562 3.1308
H -1.8723 -2.7953 -1.8199
H 0.0770 0.9280 2.1844
H -0.0668 1.9523 0.1852
H -2.9295 -0.1876 -1.6610
```

=====

(2)
DFT (the ωB97M-V functional and the def2-TZVPD basis) results for 2 unconnected molecules or ions with the total composition CH9N2O.

Values from the calculation:
LUMO	-3.333	eV
net charge	+1
E_HOMO	-15.2019	eV

```
13
CH9N2O | the OMol25 dataset | the ωB97M-V functional and the def2-TZVPD basis
O -0.3605 2.3803 -0.8359
N 0.4795 0.2696 -0.7419
N -0.2558 -2.3102 0.5646
C -0.0548 1.4423 0.1582
H -0.9412 -2.9577 0.2301
H -0.6698 -2.0463 1.4733
H 0.7043 -2.7228 0.8676
H 0.7277 1.6385 0.8981
H 1.5500 0.3744 -0.8600
H -0.7225 3.2293 -0.5127
H -0.9660 1.0346 0.5596
H 0.1309 0.2560 -1.6385
H 0.3782 -0.5880 -0.1626
```

=====

(3)
DFT (the ωB97M-V functional and the def2-TZVPD basis) results for C4H9NO2 in the gas phase.

Values from the calculation:
LUMO	0.587	eV
net charge	0
SMILES string	CC(=O)[C@@H](N)CO
E_HOMO	-9.0511	eV

```
16
C4H9NO2 | the OMol25 dataset | the ωB97M-V functional and the def2-TZVPD basis
O 2.3564 -0.5576 -0.0862
O -1.5533 -0.6830 -1.0063
N -0.6190 0.6915 1.3375
C 1.0813 1.3044 -0.8901
C -0.6172 -1.3679 -0.2069
C 1.3002 0.0437 -0.1038
C 0.1701 -0.3811 0.8147
H 0.8121 2.1086 -0.2211
H 0.2696 1.1575 -1.5962
H 1.9844 1.5673 -1.4379
H -1.1261 -2.1077 0.4250
H -1.2545 0.3792 2.0615
H 0.5900 -0.9903 1.6212
H 0.0283 -1.9500 -0.8788
H -2.2781 -0.3813 -0.4461
H -1.1443 1.1669 0.6135
```

=====

(4)
DFT (the ωB97M-V functional and the def2-TZVPD basis) results for C3H3FN2S2 in the gas phase.

Values from the calculation:
LUMO	0.495	eV
net charge	0
SMILES string	Fc1cn(S)nc1S
E_HOMO	-8.3869	eV

```
11
C3H3FN2S2 | the OMol25 dataset | the ωB97M-V functional and the def2-TZVPD basis
S -2.5305 -1.1120 -0.0392
S 2.7617 -0.3365 -0.0276
F -1.8242 2.0090 -0.0057
N 0.1564 -0.9294 0.0091
N 1.0918 0.0435 -0.0672
C -0.8242 1.0908 -0.0105
C -1.0038 -0.2872 -0.0124
C 0.5359 1.2902 -0.0293
H 2.4630 -1.6452 0.1417
H 1.1595 2.1954 -0.0110
H -1.9857 -2.3185 0.0521
```

=====

(5)
DFT (the ωB97M-V functional and the def2-TZVPD basis) results for a gas-phase ion, C9H14N3S (charge +1).

Values from the calculation:
LUMO	-4.532	eV
net charge	+1
SMILES string	C[NH+]1CCN(N=C=C=CC=S)CC1
E_HOMO	-11.3754	eV

```
27
C9H14N3S | the OMol25 dataset | the ωB97M-V functional and the def2-TZVPD basis
S 0.5945 -2.3519 -0.7690
N 0.4055 0.6652 -2.1340
N -0.4278 0.7580 -1.0514
N -0.6337 1.0596 1.7951
C -0.2882 1.9441 -0.3837
C 0.4365 1.5543 0.9606
C 0.6023 -0.4446 -2.6719
C 1.1626 -3.1324 -2.1052
C 1.6132 -2.4808 -3.3354
C -1.0525 -0.3242 1.1466
C 1.1327 -1.2213 -3.4386
C -0.1227 0.8726 3.1234
C -1.3516 -0.0668 -0.3449
H -1.2147 2.3875 -0.1466
H 2.4058 -2.7597 -3.9671
H 0.1947 1.8303 3.5157
H 0.4849 2.5934 -0.8483
H 0.8215 0.3148 3.2557
H -1.3606 1.7622 1.9160
H -0.9235 0.3485 3.6658
H 1.2100 0.7925 0.7357
H 1.3972 -4.2146 -2.0488
H -1.3578 -1.1201 -0.7256
H -2.0541 -0.5444 1.5944
H 0.8947 2.4838 1.3836
H -0.2006 -1.0206 1.3326
H -2.3682 0.3147 -0.4550
```

=====

(6)
DFT (the ωB97M-V functional and the def2-TZVPD basis) results for a molecular structure, C31H21F5N2OP2STa.

Values from the calculation:
LUMO	-12.148	eV
net charge	+3
E_HOMO	-17.4238	eV

```
64
C31H21F5N2OP2STa | the OMol25 dataset | the ωB97M-V functional and the def2-TZVPD basis
Ta 0.7488 -0.7945 1.5651
S 1.4315 -2.6691 0.3358
P -1.2315 0.2965 0.2110
P 1.5267 1.1861 0.0519
F -2.7887 -6.6132 1.0971
F -0.6563 -7.2212 -0.4353
F -1.0050 -2.3198 1.8791
F 1.2911 -5.3862 -0.8381
F -2.9949 -4.1715 2.2673
O 2.8804 0.1083 5.1544
N -0.1001 1.4543 -0.2851
N 1.6974 -0.3527 3.1371
C 1.5800 3.8356 0.7914
C -2.4775 -2.2310 -3.3383
C -0.7618 -1.0385 -2.1502
C -2.6011 1.1261 0.9401
C -1.7149 -0.6540 -1.1954
C 3.3613 4.7642 2.1122
C -3.0468 -1.0764 -1.3088
C -4.7053 2.5119 2.0683
C 0.1596 -3.8514 0.5248
C 2.4576 0.8433 -1.4119
C 3.9835 -0.5003 -2.6957
C 2.1665 2.5752 0.9299
C -0.7442 -6.0417 0.1249
C -2.7913 1.0920 2.3240
C -3.8498 1.7846 2.8866
C 3.2297 -0.3114 -1.5475
C 3.3483 2.4073 1.6610
C -1.1493 -1.8222 -3.2201
C 3.9573 0.4571 -3.7002
C 0.2570 -5.1012 -0.0748
C 3.9423 3.5069 2.2517
C 2.3173 -0.1112 4.1972
C 2.4463 1.8182 -2.4170
C -3.4229 -1.8526 -2.3936
C 3.1888 1.6101 -3.5661
C -1.8449 -5.7311 0.9155
C -1.9577 -4.4771 1.5184
C -4.5153 2.5493 0.6894
C -0.9466 -3.5823 1.2948
C -3.4700 1.8489 0.1134
C 2.1931 4.9309 1.3800
H 4.8583 3.3925 2.8159
H 1.8784 2.7362 -2.3054
H 0.2659 -0.6986 -2.0847
H 0.6589 3.9725 0.2385
H 3.8093 1.4288 1.7572
H 3.8218 5.6210 2.5857
H -2.7761 -2.8441 -4.1790
H 4.5508 0.3111 -4.5934
H -0.3937 2.1984 -0.9149
H 4.5964 -1.3851 -2.8040
H -3.7838 -0.7910 -0.5693
H -2.1237 0.5236 2.9652
H -0.4243 -2.1111 -3.9701
H 3.1806 2.3525 -4.3527
H -5.1902 3.1177 0.0637
H -5.5317 3.0548 2.5085
H -4.0144 1.7537 3.9553
H -4.4556 -2.1552 -2.5050
H 3.2639 -1.0533 -0.7606
H -3.3377 1.8649 -0.9626
H 1.7580 5.9145 1.2677
```